# 1
This record from the OMol25 dataset describes a gas-phase ion, C8H14NS (charge +1). The level of theory is wB97M-V/def2-TZVPD.

Results
Largest force on an atom: 0.101 Eh/bohr
LUMO level (spin up / spin down): -5.442 / -5.469 eV
Gap between HOMO and LUMO (spin up / spin down): 0.2216 / 0.2217 hartree

Geometry as ORCA input:
```
! wB97M-V def2-TZVPD RIJCOSX def2/J DEFGRID3
* xyz 1 1
H 0.81462 1.43575 -2.17395
C -0.09367 0.50695 -0.63374
H 1.30222 -1.47960 -2.19238
H 0.22892 -2.23395 -1.19828
C -1.42411 -0.01773 1.29346
H -2.20556 2.61211 0.11294
N -1.22298 0.62512 0.10608
C 1.10988 -1.70933 -1.18158
C 0.83980 -0.93004 1.21487
H -0.62637 0.33084 -2.62531
C 0.96205 -0.43116 -0.23811
H 1.12073 0.36467 2.91942
H 0.48378 -2.02429 1.41098
S -2.45048 -0.02608 2.49554
C 1.67567 -0.49995 2.31421
H -2.25560 1.48644 -1.42522
H -3.25256 1.05662 0.12000
C -2.35579 1.53042 -0.36385
H -0.68962 2.04102 -2.13956
H 2.64660 -0.09679 1.93687
C -0.14584 1.10134 -2.00179
H 1.93810 0.11411 -0.12995
H 1.90755 -1.28863 3.03691
H 1.69265 -2.46785 -0.65756
*
```

# 2
This record from the OMol25 dataset describes C8H14O in the gas phase. The level of theory is wB97M-V/def2-TZVPD.

Results
Largest force on an atom: 0.007 Eh/bohr
LUMO level: 0.813 eV
SMILES: C/C=C(C)\C(C)=C(/C)O
Gap between HOMO and LUMO: 0.3081 hartree

Geometry as ORCA input:
```
! wB97M-V def2-TZVPD RIJCOSX def2/J DEFGRID3
* xyz 0 1
H 2.06853 -2.07277 1.00723
C 0.79220 1.71076 -1.34524
O 1.31014 -1.49139 -1.37102
C -1.70013 1.11242 1.45400
H -1.21553 1.67391 2.25978
H -2.28492 0.30767 1.90414
H 2.86390 -0.57363 0.53208
H -2.48123 -1.51735 0.21644
C 1.90652 -1.00089 0.83515
C 0.86818 -0.83929 -0.24267
H -2.39357 1.80467 0.96600
H 1.58230 -0.53670 1.76197
C -0.66349 0.59908 0.49893
H 0.25660 1.07902 -2.05581
H 0.49245 2.74863 -1.54081
H -1.25479 -2.70023 -0.26523
C 0.48390 1.33119 0.08435
H -1.91987 -1.56286 -1.44216
H 0.91034 2.04371 0.79992
H 0.64343 -1.41532 -2.06412
C -1.59244 -1.66973 -0.40062
H 1.86143 1.64238 -1.57091
C -0.53394 -0.67330 -0.02142
*
```

# 3
This record from the OMol25 dataset describes C8H14O2Si in the gas phase. The level of theory is wB97M-V/def2-TZVPD.

Results
Largest force on an atom: 0.060 Eh/bohr
LUMO level: 0.684 eV
SMILES: C[C@H]1[C@H]([Si](C)(C)C)[C@]12OC2=O
Gap between HOMO and LUMO: 0.3842 hartree

Geometry as ORCA input:
```
! wB97M-V def2-TZVPD RIJCOSX def2/J DEFGRID3
* xyz 0 1
O 2.14621 1.64020 -0.55290
C -1.18686 1.31494 1.77015
H -0.31146 1.94038 1.59542
H -3.60871 -0.49481 0.65331
H 2.92206 -2.39430 -1.58985
Si -1.25751 0.30055 0.23854
C -1.21624 1.36575 -1.26918
H -2.61305 -1.91699 0.47209
H -2.82357 -1.01991 -0.91174
H -2.03940 1.88632 1.83166
H -0.73585 2.31852 -1.23605
C 1.69652 0.35113 -0.19844
C 0.53579 -0.27857 0.30580
H 0.69828 -0.72352 -1.70214
C -2.69846 -0.85650 0.18539
H 2.60647 -2.05561 0.23210
O 3.50009 0.91144 1.40867
H 0.86018 -0.64944 1.24839
H 1.58175 -3.01849 -0.47326
H -1.15937 0.75564 2.71252
C 2.75984 0.92176 0.48215
H -2.31732 1.72050 -1.38722
C 2.17616 -2.12587 -0.77510
C 1.27035 -0.91906 -0.84645
H -0.78588 1.02595 -2.19387
*
```

# 4
This record from the OMol25 dataset describes 2 unconnected molecules or ions with the total composition C8H14OS. The level of theory is wB97M-V/def2-TZVPD.

Results
Largest force on an atom: 0.061 Eh/bohr
LUMO level (spin up / spin down): 0.759 / -1.376 eV
Expectation value of S²: 2.0084
Gap between HOMO and LUMO (spin up / spin down): 0.3652 / 0.2869 hartree

Geometry as ORCA input:
```
! wB97M-V def2-TZVPD RIJCOSX def2/J DEFGRID3
* xyz 0 3
C -0.85450 -0.73786 -1.65933
C -0.25008 -0.52425 -0.20302
C -1.10282 0.41453 0.64318
H 0.52445 3.22553 1.58031
H 0.99274 0.70071 -1.22233
H -0.94532 -2.40231 0.53465
S -4.64787 -1.38325 -0.98178
H 0.58837 -2.35295 -0.11104
H -0.93621 3.58200 0.68101
O -4.38054 -0.60583 0.26072
H 1.88397 0.44303 0.38229
H -1.96033 -0.67224 -1.45480
H 0.23851 -1.98740 1.59818
H -2.13650 0.52494 0.45952
C -0.10215 -1.82774 0.49969
C 0.08227 3.03586 0.62273
H 0.30625 0.01488 2.23714
H -0.57187 0.08451 -2.35213
H 0.63064 3.28562 -0.28749
H -0.58278 -1.63894 -2.13528
H -0.85897 1.17737 2.68762
C -0.34389 0.79129 1.84858
C -0.01656 1.47104 0.58167
C 0.88459 0.46703 -0.17653
*
```

# 5
This record from the OMol25 dataset describes C8H14OSi in the gas phase. The level of theory is wB97M-V/def2-TZVPD.

Results
Largest force on an atom: 0.202 Eh/bohr
LUMO level (spin up / spin down): 0.659 / -2.294 eV
Expectation value of S²: 2.0158
Gap between HOMO and LUMO (spin up / spin down): 0.2169 / 0.2761 hartree

Geometry as ORCA input:
```
! wB97M-V def2-TZVPD RIJCOSX def2/J DEFGRID3
* xyz 0 3
H -0.86553 1.03163 -2.33496
H -3.36062 -0.78538 -1.04717
O 3.90545 1.08090 0.01855
H 0.27086 -3.16542 -0.13011
H -3.81322 0.54137 0.01003
Si -1.44074 0.28248 -0.01305
H -0.07665 1.89185 -1.35638
H -1.49931 2.11331 1.66954
H -0.79773 0.58048 2.44708
H 4.29285 -0.72064 0.90235
H -3.49031 -0.92801 0.57307
C -3.26963 -0.26946 -0.15232
H 3.96489 -0.87232 -0.87260
H -1.67794 2.29008 -1.61669
C 3.75606 -0.33923 0.01277
C 2.31640 -0.77504 0.18862
C -0.49931 -2.52608 -0.14821
C -0.25160 -1.22822 -0.04686
H 0.11842 1.53716 1.32681
C -0.97579 1.44426 -1.43972
H 4.66334 1.26667 0.65110
C -0.86391 1.30497 1.51767
C 1.13710 -0.89911 -0.00163
H -1.54306 -2.85622 -0.15790
*
```

# 6
This record from the OMol25 dataset describes a gas-phase ion, C8H14P (charge +1). The level of theory is wB97M-V/def2-TZVPD.

Results
Largest force on an atom: 0.091 Eh/bohr
LUMO level (spin up / spin down): -5.553 / -4.715 eV
Gap between HOMO and LUMO (spin up / spin down): 0.2319 / 0.3040 hartree

Geometry as ORCA input:
```
! wB97M-V def2-TZVPD RIJCOSX def2/J DEFGRID3
* xyz 1 1
H -1.33037 0.79054 1.76891
C 1.47145 -1.11931 1.26673
P -0.16851 0.22529 -0.94754
C 0.43314 0.79628 0.57713
C -1.34835 1.44023 -1.62570
C 1.06443 -1.02291 2.54888
C 0.22254 0.02319 2.90862
H -1.87586 -1.41641 -0.40669
C -1.00390 -1.39700 -1.05871
C 1.23140 0.17270 -2.08667
H -0.04317 0.21773 3.93602
H -0.14201 1.96406 2.24550
H 1.37534 -1.72605 3.31334
H 2.18500 -1.71369 0.73962
H -2.27962 1.40865 -1.06239
H 1.99926 -0.49017 -1.69406
C -0.24633 0.93919 1.86447
H -0.30868 -2.17503 -0.74855
H 1.65021 1.17555 -2.17855
H -1.55492 1.22637 -2.67179
H 0.89866 -0.17729 -3.06585
H -1.31847 -1.57524 -2.08633
H -0.91122 2.43332 -1.53636
*
```

# 7
This record from the OMol25 dataset describes a gas-phase ion, C8H15BrN4 (charge +2). The level of theory is wB97M-V/def2-TZVPD.

Results
Largest force on an atom: 0.132 Eh/bohr
LUMO level: -8.041 eV
SMILES: C[C@@H]1NC(=[NH2+])N2CCC[NH+]=C2[C@H]1Br
Gap between HOMO and LUMO: 0.3585 hartree

Geometry as ORCA input:
```
! wB97M-V def2-TZVPD RIJCOSX def2/J DEFGRID3
* xyz 2 1
H 0.84486 1.29923 1.37445
C -0.00012 0.99463 -1.46965
H -3.00334 -1.93445 0.55823
N 0.35351 -1.78672 0.89237
C 2.15892 1.10396 -0.40273
C -1.96723 -1.40609 0.78776
C 2.13388 -0.36121 -0.44257
H -1.93591 -1.28000 -1.42071
N -0.95109 1.24087 -2.38655
H -2.52182 0.29779 -0.51519
H -1.45238 0.39194 -2.72330
C 1.80590 1.72129 1.01107
H 2.83176 -0.86430 0.40468
C 0.50147 -0.77556 0.09867
H -2.17829 -0.66149 1.58163
Br 2.48917 -1.28321 -2.17873
H -0.94726 -3.41695 0.53713
N -0.35083 -0.03190 -0.53987
C -1.72481 -0.59694 -0.49181
H -1.08627 1.99069 -2.98017
H 3.15790 1.52549 -0.45519
H 1.33499 2.27999 -2.02880
H 1.22691 -2.29029 0.98915
C -0.90318 -2.41451 1.13857
H 2.51567 1.34752 1.80417
N 1.17766 1.59197 -1.33997
H 1.75696 2.83220 0.89177
H -0.99399 -2.68262 2.28038
*
```

# 8
This record from the OMol25 dataset describes a gas-phase ion, C8H15ClF3N2O5P2S (charge +1). The level of theory is wB97M-V/def2-TZVPD.

Results
Largest force on an atom: 0.181 Eh/bohr
LUMO level: -3.894 eV
SMILES: C[N@@H+]1C[C@@H](P(O)Cl)N(S(=O)(=O)C(F)(F)F)[C@H]([PH2]=O)[C@H]1CC=O
Gap between HOMO and LUMO: 0.3218 hartree

Geometry as ORCA input:
```
! wB97M-V def2-TZVPD RIJCOSX def2/J DEFGRID3
* xyz 1 1
H 2.01642 -0.65170 -2.71746
S -2.48557 -0.59714 -0.90488
C -1.06386 -0.32866 1.37588
P -1.27124 1.48139 1.92304
C 0.14249 0.04370 -0.79636
H 0.61167 -0.14948 2.96681
H 2.29732 -1.10067 1.71328
H -1.99467 3.27701 0.73404
P 0.58914 -0.79280 -2.47544
H 1.20077 2.17310 0.51431
N -0.99648 -0.58028 -0.08719
F -3.81858 1.77719 -0.77390
H 0.06155 1.15795 -1.02978
O -1.35514 2.54239 0.59091
C 0.29597 -0.86065 2.11440
H 2.37675 -0.40949 -0.59282
C -3.03513 1.00309 -1.68896
C 1.50692 -0.09803 0.10636
N 1.41434 -1.16597 1.15714
C 1.97520 1.34918 0.70857
O -0.12173 -0.11701 -3.66816
H 0.17996 -2.17626 -2.40591
H -1.90566 -0.92283 1.90536
Cl -3.19951 1.56496 2.82285
O -2.51356 -1.63531 -2.01654
H 2.46491 -2.86425 0.30331
H 0.65179 -2.70264 -0.25602
C 1.39987 -2.57878 0.60935
F -2.03042 1.74442 -2.32949
H 2.29252 1.25883 1.80290
F -3.95944 0.63464 -2.71560
O -3.62557 -1.00586 0.01808
H 1.05749 -3.33640 1.41194
C 3.29897 1.82301 -0.11583
O 3.50622 3.05913 -0.26451
H 0.04136 -1.85714 2.64322
H 3.99491 1.04139 -0.58290
*
```

# 9
This record from the OMol25 dataset describes C8H15ClN2O in the gas phase. The level of theory is wB97M-V/def2-TZVPD.

Results
Largest force on an atom: 0.084 Eh/bohr
LUMO level: 0.579 eV
Gap between HOMO and LUMO: 0.3162 hartree

Geometry as ORCA input:
```
! wB97M-V def2-TZVPD RIJCOSX def2/J DEFGRID3
* xyz 0 1
C 0.73277 0.13134 -0.49220
H 2.14153 -1.08582 -1.24953
C 2.18257 -0.03950 -0.89071
C 0.87850 -0.83072 1.64802
N 0.45118 1.51099 0.12710
H 2.30013 0.61921 -1.66324
H 2.97483 0.20473 -0.05321
C -1.12305 -0.92488 0.52110
C -0.71605 2.03037 0.04439
O 1.58693 2.20940 0.50658
H 0.80329 0.15417 2.07518
C -0.07091 0.03373 -1.83092
H -1.89234 -2.87506 0.17583
H -3.04112 -1.67558 -0.24263
H -0.02302 -1.01488 -2.32395
Cl -0.88330 3.67615 0.84357
H -1.46816 -1.98946 -1.29221
H 0.32692 0.54813 -2.63700
H 1.89504 -1.13345 1.68596
C -1.81637 0.09409 1.06808
H -2.86083 0.18279 0.96809
H 0.25490 -1.47888 2.27449
H -1.00588 0.48527 -1.60048
H -1.36372 0.88638 1.75389
C -1.94850 -1.95382 -0.24935
N 0.24945 -0.95653 0.37492
H 1.43520 3.19185 0.45823
*
```